Record 1
The following is a DFT calculation (wB97M-V/def2-TZVPD) of a 7-piece molecular cluster, CH15NO8 overall in a non-equilibrium geometry.

Properties
Orbital gap: 10.3 eV
HOMO: -10.1 eV
SMILES: NC(=O)O.O.O.O.O.O.O

Element x y z (Å)
1 N 0.289 1.113 1.629
2 C -0.835 1.527 1.003
3 O -1.970 1.405 1.405
4 O -0.529 2.123 -0.179
5 H 0.334 0.920 2.612
6 H 1.173 1.015 1.153
7 H -1.286 2.648 -0.454
8 O 2.187 0.466 -1.872
9 H 1.489 0.067 -2.416
10 H 1.760 1.334 -1.788
11 O -0.500 -0.304 -2.344
12 H -0.919 -1.175 -2.256
13 H -0.356 -0.284 -3.301
14 O -2.528 -1.280 2.044
15 H -1.738 -1.799 1.982
16 H -2.372 -0.452 2.498
17 O -2.384 -1.641 -0.848
18 H -3.288 -1.858 -1.077
19 H -2.469 -1.099 -0.047
20 O 2.853 1.038 1.142
21 H 2.935 0.880 0.189
22 H 2.938 0.172 1.514
23 O 1.771 -1.869 0.090
24 H 1.045 -1.745 -0.528
25 H 2.400 -1.204 -0.150

Löwdin analysis output, partial charges in e: N 0.188; C -0.644; O 0.056; O 0.091; H 0.116; H 0.029; H 0.118; O -0.064; H 0.014; H 0.051; O -0.068; H 0.029; H 0.054; O -0.046; H 0.034; H 0.020; O -0.057; H 0.047; H 0.019; O -0.031; H 0.033; H 0.044; O -0.041; H 0.022; H -0.016


Record 2
The following is a DFT calculation (wB97M-V/def2-TZVPD) of a 4-piece molecular cluster, C11H25B3F3NO8 overall in a non-equilibrium geometry.

Properties
Orbital gap: 8.4 eV
HOMO: -10.0 eV
SMILES: CC[C@H](F)B1OBOB(N(C(=O)F)C(=O)F)O1.CCO.CCO.CCO

Element x y z (Å)
1 C 4.487 -1.457 0.386
2 C 2.903 -1.663 0.764
3 C 2.313 -0.261 1.448
4 F 1.406 -0.732 2.559
5 B 1.350 0.441 0.311
6 O 1.785 0.831 -1.064
7 B 0.858 0.041 -1.949
8 O -0.629 0.182 -1.756
9 B -0.825 -0.160 -0.306
10 N -1.720 -1.347 0.001
11 C -3.005 -0.954 0.697
12 O -4.102 -0.832 -0.101
13 F -3.174 -0.685 2.149
14 C -0.991 -2.473 0.699
15 O -0.352 -3.360 -0.113
16 F -0.886 -2.686 2.162
17 O -0.091 0.661 0.687
18 H 4.594 -1.244 -0.783
19 H 5.079 -2.426 0.692
20 H 4.948 -0.509 0.926
21 H 2.826 -2.514 1.595
22 H 2.248 -2.028 -0.142
23 H 3.163 0.445 1.850
24 H 1.222 -0.692 -2.797
25 C -6.569 2.246 1.704
26 C -6.237 1.386 2.906
27 O -6.699 0.060 2.695
28 H -7.650 2.258 1.527
29 H -6.224 3.273 1.853
30 H -6.102 1.845 0.799
31 H -6.724 1.778 3.804
32 H -5.158 1.358 3.083
33 H -6.254 -0.283 1.901
34 C -2.670 -0.890 -4.166
35 C -3.962 -1.670 -4.039
36 O -3.854 -2.619 -2.989
37 H -1.832 -1.565 -4.368
38 H -2.735 -0.156 -4.975
39 H -2.440 -0.366 -3.233
40 H -4.177 -2.209 -4.966
41 H -4.803 -1.003 -3.824
42 H -3.672 -2.130 -2.168
43 C 7.830 2.967 0.419
44 C 6.538 2.188 0.547
45 O 6.646 1.238 1.597
46 H 8.668 2.292 0.218
47 H 7.765 3.701 -0.389
48 H 8.060 3.491 1.353
49 H 6.323 1.648 -0.380
50 H 5.697 2.854 0.761
51 H 6.828 1.727 2.417

Löwdin analysis output, partial charges in e: C -0.110; C -0.165; C -0.101; F -0.108; B -0.310; O 0.140; B -0.134; O 0.135; B -0.420; N 0.193; C -0.122; O 0.048; F 0.037; C -0.132; O 0.054; F 0.042; O 0.201; H 0.094; H 0.088; H 0.065; H 0.140; H 0.114; H 0.159; H 0.115; C -0.096; C -0.331; O -0.090; H 0.078; H 0.073; H 0.068; H 0.113; H 0.099; H 0.072; C -0.089; C -0.321; O -0.089; H 0.082; H 0.076; H 0.053; H 0.112; H 0.108; H 0.052; C -0.095; C -0.334; O -0.104; H 0.080; H 0.075; H 0.073; H 0.112; H 0.107; H 0.092


Record 3
The following is a DFT calculation (wB97M-V/def2-TZVPD) of a 2-piece molecular cluster, C2H3Cl3 overall in a non-equilibrium geometry.

Properties
Spin multiplicity: 3
Orbital gap (spin up / spin down): 9.2 / 9.8 eV
ΔE to the lowest compared entry with this formula, charge and spin: 0.0 kcal per mole
HOMO (spin up / spin down): -8.3 / -11.0 eV

Element x y z (Å)
1 C 0.783 -1.110 -1.048
2 C -0.524 0.812 1.271
3 Cl 0.594 0.298 -1.854
4 Cl -2.224 0.824 1.724
5 Cl -0.141 2.162 0.231
6 H -0.028 -1.758 -0.771
7 H 1.594 -1.141 -0.299
8 H -0.054 -0.087 0.745

Löwdin analysis output, partial charges in e: C -0.582; C -0.963; Cl 0.591; Cl 0.497; Cl 0.458; H 0.010; H 0.023; H -0.034


Record 4
The following is a DFT calculation (wB97M-V/def2-TZVPD) of one molecule with the formula C6H10N2O3.

Properties
Orbital gap: 10.1 eV
ΔE to the lowest compared entry with this formula, charge and spin: 39.5 kcal per mole
HOMO: -9.6 eV
SMILES: CC1=NO[C@@](C)(N)[C@H]1C(=O)O

Element x y z (Å)
1 C -0.140 2.972 0.129
2 C -0.488 1.539 0.192
3 N -1.654 1.119 0.452
4 O -1.704 -0.254 0.480
5 C -0.443 -0.815 0.051
6 C 0.002 -1.878 1.047
7 N -0.624 -1.428 -1.260
8 C 0.512 0.408 0.005
9 C 1.474 0.609 -1.177
10 O 2.112 1.622 -1.270
11 O 1.605 -0.386 -2.035
12 H 0.419 3.179 -0.782
13 H 0.504 3.230 0.969
14 H -1.044 3.572 0.168
15 H -0.756 -2.654 1.118
16 H 0.129 -1.436 2.032
17 H 0.941 -2.318 0.721
18 H -1.073 -2.332 -1.168
19 H -1.226 -0.842 -1.834
20 H 1.167 0.398 0.886
21 H 0.899 -1.074 -1.893

Löwdin analysis output, partial charges in e: C -0.016; C -0.292; N 0.118; O -0.069; C -0.515; C 0.007; N 0.099; C -0.063; C -0.498; O 0.111; O 0.114; H 0.078; H 0.094; H 0.085; H 0.088; H 0.095; H 0.096; H 0.108; H 0.124; H 0.169; H 0.069


Record 5
The following is a DFT calculation (wB97M-V/def2-TZVPD) of a 5-piece molecular cluster, C40H51ClF4NO5PS2 overall in a non-equilibrium geometry.

Properties
Orbital gap: 8.1 eV
HOMO: -8.4 eV
SMILES: CCOCC[C@@H](OC)[C@@H](OCCCCSC(=S)N1CCOCC1)P(O)Cl.Fc1ccccc1.Fc1ccccc1.Fc1ccccc1.Fc1ccccc1

Element x y z (Å)
1 C 3.595 4.752 1.298
2 C 2.519 3.845 0.735
3 O 2.227 2.754 1.593
4 C 3.200 1.725 1.532
5 C 2.578 0.474 2.089
6 C 3.572 -0.693 2.206
7 O 3.513 -1.273 3.490
8 C 4.127 -0.487 4.495
9 C 3.253 -1.765 1.197
10 O 3.277 -1.187 -0.075
11 C 2.745 -2.013 -1.125
12 C 1.877 -1.207 -2.059
13 C 1.029 -0.144 -1.354
14 C -0.202 0.222 -2.132
15 S -1.608 -0.949 -1.962
16 C -1.841 -1.160 -0.196
17 S -1.153 -2.460 0.515
18 N -2.580 -0.281 0.553
19 C -3.650 -0.988 1.317
20 C -4.901 -0.144 1.374
21 O -5.411 0.005 0.074
22 C -4.484 0.634 -0.802
23 C -3.121 0.870 -0.185
24 P 4.427 -3.241 1.266
25 O 3.733 -4.123 2.448
26 Cl 6.161 -2.423 2.119
27 H 4.557 4.276 1.165
28 H 3.425 4.996 2.335
29 H 3.582 5.669 0.726
30 H 1.595 4.403 0.645
31 H 2.786 3.502 -0.261
32 H 4.069 1.977 2.144
33 H 3.502 1.567 0.499
34 H 2.077 0.666 3.026
35 H 1.806 0.188 1.392
36 H 4.585 -0.353 2.001
37 H 4.664 0.356 4.075
38 H 3.389 -0.099 5.190
39 H 4.813 -1.127 5.029
40 H 2.255 -2.155 1.434
41 H 2.185 -2.840 -0.697
42 H 3.575 -2.446 -1.667
43 H 2.539 -0.690 -2.745
44 H 1.273 -1.890 -2.645
45 H 1.665 0.712 -1.182
46 H 0.791 -0.512 -0.374
47 H -0.006 0.369 -3.182
48 H -0.575 1.173 -1.772
49 H -3.303 -1.186 2.320
50 H -3.933 -1.913 0.843
51 H -4.708 0.812 1.855
52 H -5.623 -0.645 1.997
53 H -4.414 0.031 -1.696
54 H -4.880 1.604 -1.092
55 H -2.428 1.251 -0.908
56 H -3.232 1.667 0.539
57 H 2.821 -3.841 2.624
58 F -9.553 4.961 -2.862
59 C -9.283 3.806 -2.222
60 C -8.263 3.003 -2.690
61 C -7.986 1.817 -2.027
62 C -8.732 1.448 -0.916
63 C -9.756 2.268 -0.466
64 C -10.035 3.460 -1.118
65 H -7.698 3.307 -3.561
66 H -7.186 1.179 -2.375
67 H -8.512 0.521 -0.404
68 H -10.341 1.981 0.397
69 H -10.824 4.118 -0.779
70 F -0.726 -5.322 2.658
71 C -0.784 -6.393 1.833
72 C -0.994 -6.181 0.487
73 C -1.064 -7.277 -0.360
74 C -0.927 -8.560 0.150
75 C -0.717 -8.749 1.510
76 C -0.640 -7.657 2.363
77 H -1.101 -5.170 0.122
78 H -1.223 -7.127 -1.419
79 H -0.984 -9.414 -0.512
80 H -0.613 -9.748 1.909
81 H -0.472 -7.781 3.424
82 F 0.939 -4.540 -3.486
83 C 0.140 -4.289 -4.543
84 C -0.936 -3.439 -4.381
85 C -1.752 -3.181 -5.472
86 C -1.490 -3.776 -6.699
87 C -0.404 -4.630 -6.837
88 C 0.423 -4.888 -5.754
89 H -1.126 -2.989 -3.413
90 H -2.596 -2.512 -5.363
91 H -2.131 -3.574 -7.546
92 H -0.200 -5.098 -7.790
93 H 1.278 -5.545 -5.842
94 F 5.673 7.409 0.352
95 C 5.943 7.860 1.593
96 C 6.748 7.105 2.421
97 C 7.026 7.574 3.696
98 C 6.493 8.780 4.128
99 C 5.683 9.522 3.281
100 C 5.406 9.064 2.001
101 H 7.148 6.163 2.068
102 H 7.661 6.996 4.354
103 H 6.710 9.141 5.124
104 H 5.263 10.460 3.616
105 H 4.782 9.631 1.323

Results of the Löwdin charge analysis, in e, for atoms 1 through 99: C -0.074; C -0.277; O -0.141; C -0.219; C -0.088; C -0.402; O -0.187; C -0.082; C -0.481; O -0.160; C -0.206; C -0.156; C -0.251; C -0.416; S 0.899; C -1.051; S 0.731; N -0.134; C -0.152; C -0.201; O -0.119; C -0.185; C -0.176; P 0.660; O -0.345; Cl 0.236; H 0.070; H 0.081; H 0.066; H 0.113; H 0.111; H 0.123; H 0.124; H 0.131; H 0.097; H 0.102; H 0.088; H 0.087; H 0.085; H 0.126; H 0.114; H 0.116; H 0.118; H 0.099; H 0.112; H 0.062; H 0.086; H 0.059; H 0.116; H 0.113; H 0.125; H 0.129; H 0.104; H 0.119; H 0.082; H 0.124; H 0.055; F 0.056; C -0.290; C -0.017; C -0.086; C -0.092; C -0.082; C -0.019; H 0.117; H 0.099; H 0.101; H 0.104; H 0.117; F 0.036; C -0.284; C -0.025; C -0.077; C -0.098; C -0.086; C -0.020; H 0.049; H 0.105; H 0.100; H 0.103; H 0.117; F 0.053; C -0.285; C -0.035; C -0.080; C -0.098; C -0.085; C -0.018; H 0.040; H 0.104; H 0.100; H 0.104; H 0.117; F 0.051; C -0.293; C -0.020; C -0.083; C -0.098; C -0.084


Record 6
The following is a DFT calculation (wB97M-V/def2-TZVPD) of one molecule with the formula C3H2FN3S in a non-equilibrium geometry.

Properties
Orbital gap (spin up / spin down): 7.7 / 7.7 eV
ΔE to the lowest compared entry with this formula, charge and spin: 73.7 kcal per mole
HOMO (spin up / spin down): -8.9 / -8.9 eV
SMILES: Fn1ccnnc1=S

Element x y z (Å)
1 F -0.855 1.934 -1.043
2 N -0.423 0.783 -0.426
3 C 0.820 0.720 -0.041
4 C 1.250 -0.435 0.619
5 N 0.449 -1.457 0.861
6 N -0.762 -1.472 0.461
7 C -1.394 -0.581 -0.230
8 S -2.824 -0.527 -0.931
9 H 1.473 1.564 -0.230
10 H 2.266 -0.529 0.960

Löwdin analysis output, partial charges in e: F 0.021; N -0.012; C -0.024; C -0.127; N 0.031; N -0.013; C -0.820; S 0.706; H 0.140; H 0.100


no.,calculated total energy (eV)
1,-19151.56660
2,-39863.26138
3,-39685.55186
4,-15506.29357
5,-108384.79230
6,-21161.40818